[1]
Here is a 2-piece molecular cluster, C4H9NO overall from the Open Molecules 2025 dataset. Energies are from ωB97M-V with the def2-TZVPD basis set.

```
! RIJCOSX wB97M-V def2-TZVPD def2/J DEFGRID3
* xyz 0 1
O -2.063 0.720 1.110
N -1.938 0.196 -1.065
C -2.514 0.169 0.021
C 0.707 -1.240 -1.290
C 0.261 -0.125 0.773
C 0.439 -0.048 -0.480
H 0.337 0.795 -1.075
H 0.546 -1.265 -2.357
H -3.488 -0.405 0.084
H -2.656 -0.008 -1.832
H 1.719 -1.704 -1.152
H 0.324 0.713 1.548
H -1.089 0.570 1.190
H 0.145 -2.132 -0.854
H 0.254 -1.134 1.303
*
```

Computed properties:
- SMILES: [H]/N=C/O.C=CC
- HOMO-LUMO gap: 0.37439 Ha
- Molar mass: 87.122 g/mol
- LUMO: 1.0519 eV
- Energy: -287.693368 a.u.



[2]
Here is one molecule with the formula C4H9NO from the Open Molecules 2025 dataset. Energies are from ωB97M-V with the def2-TZVPD basis set.

```
! RIJCOSX wB97M-V def2-TZVPD def2/J DEFGRID3
* xyz 0 1
O -0.434 1.223 1.228
N 0.959 -0.729 0.615
C 0.563 0.062 -0.547
C -1.797 -0.259 -0.227
C -0.678 0.833 -0.096
C 1.959 0.101 -0.024
H 0.122 0.424 1.515
H -0.938 1.711 -0.707
H 2.370 0.892 0.598
H -1.391 -1.283 -0.293
H -2.431 -0.241 0.661
H 0.996 -1.730 0.523
H -2.416 -0.131 -1.121
H 0.425 -0.436 -1.504
H 2.693 -0.437 -0.621
*
```

Computed properties:
- SMILES: C[C@@H](O)[C@H]1CN1
- HOMO-LUMO gap: 0.38750 Ha
- Molar mass: 87.122 g/mol
- LUMO: 0.9714 eV
- Energy: -287.741069 a.u.